(1)
Entry from OMol25: one molecule with the formula C2H6N2S at a distorted geometry (ωB97M-V/def2-TZVPD).

XYZ file:
```
11
Properties=species:S:1:pos:R:3
C 0.832 1.446 0.184
C 0.132 0.178 -0.419
S -0.124 -0.045 -2.056
N -0.337 -0.575 0.499
N -1.018 -1.749 0.203
H 0.551 2.259 -0.395
H 0.462 1.375 1.232
H 1.936 1.278 0.096
H -0.559 -0.126 1.360
H -0.308 -2.440 -0.052
H -1.567 -1.602 -0.652
```

- SMILES: CC(=S)NN
- Calculated total energy: -587.4592 a.u.
- Largest force on an atom: 0.0931 hartree/bohr
- Frontier orbital gap: 9.2 eV
- LUMO energy: 0.8280 eV

For reference, the Löwdin charges in units of e are: atom 1 (C): -0.059, atom 2 (C): -0.881, atom 3 (S): 0.596, atom 4 (N): -0.137, atom 5 (N): 0.014, atom 6 (H): 0.037, atom 7 (H): 0.076, atom 8 (H): 0.097, atom 9 (H): 0.128, atom 10 (H): 0.090, atom 11 (H): 0.040



(2)
Entry from OMol25: a 5-piece molecular cluster, C3H18NO4 overall at a distorted geometry (ωB97M-V/def2-TZVPD).

XYZ file:
```
26
Properties=species:S:1:pos:R:3
C 1.051 -0.810 -0.949
C -0.279 -0.997 -1.853
C -0.639 0.265 -2.425
N 0.889 -1.345 0.460
H 1.894 -1.342 -1.368
H 1.416 0.247 -0.865
H -1.000 -1.529 -1.229
H -0.172 -1.825 -2.719
H -1.016 1.064 -1.840
H 0.191 0.404 -2.997
H -1.494 0.240 -3.231
H 0.023 -1.153 0.706
H 1.241 -2.376 0.292
H 1.407 -0.875 1.155
H 3.723 0.172 -0.349
H 3.439 0.529 1.127
O 3.317 -0.190 0.378
H -3.075 -0.802 1.353
H -3.441 -1.046 2.748
O -2.653 -0.771 2.269
H -5.280 2.583 -0.577
H -4.926 2.758 0.990
O -5.039 2.164 0.247
H 3.013 2.194 2.963
H 3.986 0.985 3.170
O 3.426 1.454 2.545
```

- Charge: +1
- Calculated total energy: -480.5004 a.u.
- Largest force on an atom: 0.1382 hartree/bohr
- Frontier orbital gap: 10.7 eV
- LUMO energy: -3.0279 eV

For reference, the Löwdin charges in units of e are: atom 1 (C): -0.137, atom 2 (C): -0.247, atom 3 (C): -0.145, atom 4 (N): 0.209, atom 5 (H): 0.111, atom 6 (H): 0.131, atom 7 (H): 0.094, atom 8 (H): 0.168, atom 9 (H): 0.078, atom 10 (H): 0.050, atom 11 (H): 0.137, atom 12 (H): 0.072, atom 13 (H): 0.245, atom 14 (H): 0.121, atom 15 (H): 0.004, atom 16 (H): 0.063, atom 17 (O): -0.081, atom 18 (H): 0.068, atom 19 (H): 0.036, atom 20 (O): -0.098, atom 21 (H): 0.030, atom 22 (H): 0.033, atom 23 (O): -0.061, atom 24 (H): 0.061, atom 25 (H): 0.078, atom 26 (O): -0.019



Relative energy (zero: lowest compared OMol25 entry of this formula, charge and spin): 28.1 77.4 (kcal/mol)